Record 1
{"formula": "C48H45BN3O7PS2Y", "method": "ωB97M-V/def2-TZVPD", "charge": 1, "gap_ev": 7.524, "lumo_energy_ev": -2.80, "homo_ev": -10.33, "symbols": ["Y", "O", "C", "O", "C", "O", "C", "C", "O", "O", "H", "H", "H", "H", "H", "N", "C", "C", "C", "C", "C", "C", "P", "C", "C", "C", "C", "C", "C", "C", "C", "C", "C", "C", "C", "H", "H", "H", "H", "H", "H", "H", "H", "H", "H", "H", "H", "H", "H", "H", "H", "S", "C", "C", "C", "C", "C", "C", "N", "C", "C", "C", "C", "C", "C", "C", "C", "N", "C", "C", "C", "C", "C", "S", "C", "H", "H", "H", "H", "H", "H", "H", "H", "H", "H", "H", "H", "C", "C", "C", "O", "B", "O", "C", "C", "C", "H", "H", "H", "H", "H", "H", "H", "H", "H", "H", "H", "H"], "positions_angstrom": [[-0.285, 0.230, -1.309], [-4.103, 2.051, -2.940], [-2.811, 2.025, -2.661], [-2.375, 1.776, -1.553], [-1.980, 2.375, -3.864], [-0.619, 2.202, -3.593], [0.047, 1.366, -4.559], [-0.343, -0.099, -4.412], [0.014, -0.881, -5.256], [-1.029, -0.356, -3.318], [-4.606, 1.839, -2.136], [-2.191, 3.420, -4.108], [-2.324, 1.767, -4.703], [1.112, 1.446, -4.354], [-0.152, 1.706, -5.574], [0.401, 2.942, -1.119], [1.123, 3.584, -0.053], [1.969, 4.652, -0.329], [2.661, 5.278, 0.693], [2.515, 4.843, 2.006], [1.694, 3.762, 2.275], [0.990, 3.122, 1.253], [0.044, 1.593, 1.534], [1.242, 0.683, 2.579], [2.524, 0.448, 1.864], [3.389, -0.543, 2.076], [3.314, -1.558, 3.181], [1.915, -2.168, 3.511], [0.878, 0.124, 3.736], [-1.384, 1.990, 2.585], [-1.303, 2.562, 3.854], [-2.454, 2.796, 4.590], [-3.700, 2.459, 4.070], [-3.795, 1.891, 2.809], [-2.640, 1.656, 2.071], [-0.585, 3.178, -1.078], [0.736, 3.245, -2.023], [2.083, 4.992, -1.353], [3.315, 6.110, 0.465], [3.054, 5.330, 2.809], [1.630, 3.382, 3.289], [2.738, 1.123, 1.042], [4.255, -0.602, 1.423], [4.119, -2.284, 3.105], [2.072, -3.044, 4.134], [-0.119, 0.320, 4.122], [-0.342, 2.826, 4.281], [-2.379, 3.239, 5.576], [-4.596, 2.640, 4.653], [-4.764, 1.626, 2.402], [-2.714, 1.212, 1.084], [-7.352, -2.458, -2.317], [-7.980, -1.829, -3.773], [-7.090, -1.008, -4.390], [-5.875, -0.885, -3.659], [-5.864, -1.613, -2.501], [-4.781, -1.727, -1.503], [-3.506, -1.197, -1.788], [-2.493, -1.241, -0.951], [-2.640, -1.901, 0.211], [-3.860, -2.441, 0.613], [-3.948, -3.096, 1.892], [-2.864, -3.212, 2.683], [-1.580, -2.721, 2.255], [-0.417, -2.812, 3.036], [0.790, -2.386, 2.543], [0.829, -1.964, 1.201], [-0.265, -1.755, 0.481], [-1.463, -2.101, 1.013], [1.669, -0.926, 4.463], [3.209, -0.793, 4.543], [3.602, -1.551, 5.782], [2.608, -1.837, 6.615], [1.005, -1.314, 6.104], [-4.944, -2.320, -0.270], [-8.971, -2.109, -4.099], [-7.288, -0.508, -5.329], [-5.042, -0.279, -3.995], [-3.304, -0.729, -2.744], [-4.903, -3.501, 2.202], [-2.934, -3.701, 3.648], [-0.489, -3.180, 4.057], [1.764, -1.753, 0.699], [3.631, 0.214, 4.529], [4.639, -1.799, 5.984], [2.703, -2.339, 7.571], [-5.910, -2.721, 0.023], [4.714, -2.337, -1.412], [3.564, -1.801, -2.235], [2.979, -2.905, -3.105], [2.500, -1.384, -1.325], [1.874, -0.257, -1.853], [2.625, 0.250, -2.906], [3.868, -0.494, -3.026], [4.951, 0.361, -2.386], [4.157, -0.704, -4.499], [4.362, -3.177, -0.809], [5.134, -1.583, -0.748], [5.510, -2.703, -2.067], [2.625, -3.709, -2.457], [3.724, -3.316, -3.790], [2.130, -2.538, -3.687], [4.735, 0.542, -1.329], [4.979, 1.326, -2.895], [5.935, -0.105, -2.474], [3.284, -1.098, -5.020], [4.992, -1.398, -4.631], [4.432, 0.247, -4.960]], "atomic_forces_ev_per_a": [[-3.861, 0.568, 0.892], [-0.029, -0.005, 0.141], [-0.010, 0.032, -0.057], [0.131, -0.055, 0.027], [0.045, -0.050, 0.034], [0.233, -0.051, -0.149], [-0.055, 0.220, 0.082], [-0.244, -0.061, 0.433], [-0.037, -0.193, -0.053], [0.563, 0.030, -0.023], [-0.031, 0.011, -0.026], [-0.048, 0.094, -0.050], [-0.021, -0.041, -0.023], [0.079, 0.017, 0.002], [-0.010, 0.060, -0.064], [0.030, -0.352, 0.328], [-0.069, -0.013, -0.236], [0.065, 0.056, -0.056], [0.008, -0.002, 0.024], [-0.025, -0.031, -0.013], [0.057, 0.028, 0.012], [-0.071, 0.007, 0.071], [0.225, -0.122, 0.089], [0.154, 0.031, -0.251], [-0.217, 0.120, 0.130], [0.051, -0.076, 0.122], [-0.098, 0.079, 0.077], [-0.048, 0.214, -0.125], [0.016, -0.162, 0.246], [-0.175, -0.110, -0.089], [-0.025, 0.112, 0.032], [-0.012, -0.010, -0.007], [0.058, 0.022, 0.023], [0.048, -0.015, -0.021], [0.056, 0.001, 0.072], [-0.047, 0.077, -0.014], [0.030, -0.014, -0.122], [-0.017, 0.003, 0.046], [-0.025, -0.034, 0.011], [-0.017, -0.027, -0.045], [-0.024, 0.020, -0.064], [-0.022, 0.037, -0.017], [-0.055, 0.015, 0.045], [0.004, -0.021, -0.033], [0.016, -0.042, 0.068], [0.091, -0.021, -0.020], [-0.025, -0.021, -0.040], [-0.014, -0.020, -0.046], [0.037, -0.001, -0.022], [0.056, 0.011, 0.012], [-0.017, -0.009, 0.008], [-0.046, -0.090, 0.126], [-0.061, -0.055, 0.014], [0.170, 0.095, 0.007], [0.033, 0.118, -0.172], [0.125, -0.045, 0.168], [-0.143, 0.071, -0.218], [-0.014, 0.091, 0.015], [0.220, 0.166, -0.394], [0.202, 0.015, 0.009], [-0.204, -0.061, 0.116], [-0.127, 0.022, -0.113], [0.140, 0.014, 0.103], [-0.063, -0.102, 0.142], [-0.173, -0.108, 0.172], [0.211, -0.013, -0.049], [-0.195, 0.041, -0.093], [0.192, 0.271, -0.067], [0.132, 0.044, -0.193], [-0.009, -0.046, -0.087], [0.017, -0.077, -0.003], [0.063, -0.010, -0.152], [-0.015, -0.060, 0.145], [0.023, 0.021, -0.037], [-0.129, -0.103, 0.086], [0.090, 0.033, 0.030], [0.035, -0.046, 0.078], [-0.100, -0.054, 0.012], [0.024, -0.020, 0.028], [0.003, 0.022, -0.002], [0.015, 0.035, -0.052], [0.016, 0.006, -0.077], [-0.102, 0.004, 0.034], [-0.001, 0.008, -0.003], [-0.121, 0.045, 0.026], [0.009, 0.060, -0.129], [0.058, 0.013, 0.000], [0.116, -0.081, 0.030], [-0.117, 0.072, -0.044], [-0.094, -0.020, -0.006], [0.171, 0.102, -0.211], [3.005, -0.638, -0.766], [-0.079, -0.080, 0.093], [-0.026, -0.034, 0.048], [0.035, 0.071, 0.040], [0.066, -0.030, -0.080], [0.029, 0.013, -0.034], [-0.035, -0.038, 0.002], [-0.023, 0.028, 0.053], [0.014, 0.011, -0.037], [-0.044, 0.030, 0.045], [0.036, -0.025, 0.014], [0.023, -0.016, -0.045], [0.011, -0.028, 0.024], [-0.052, 0.034, 0.010], [0.054, 0.002, 0.031], [-0.046, 0.065, -0.014], [-0.025, -0.048, 0.018]], "mulliken_charge": [-1.17, -0.53, 0.47, -0.25, -0.83, -0.27, -0.51, 0.74, -0.69, -0.66, 0.45, 0.51, 0.44, 0.06, 0.49, 0.17, 0.17, -0.65, -0.72, -0.88, -0.49, -0.13, 2.82, 0.10, -0.66, -1.81, -0.30, -0.87, -1.42, 0.10, -0.01, -0.90, -0.69, -0.85, -0.33, 0.25, 0.23, 0.49, 0.41, 0.46, 0.19, 0.35, 0.50, 0.75, 1.13, 0.48, 0.34, 0.44, 0.41, 0.47, 0.19, -0.18, -0.37, -0.71, -0.31, 0.32, 0.29, -0.66, 0.31, -0.40, 0.92, -1.21, -1.22, 1.18, -0.81, -0.28, -1.49, -0.16, 0.00, 1.17, 0.03, -1.13, -0.44, -0.18, -0.93, 0.45, 0.40, 0.45, 0.61, 0.49, 0.49, 0.55, 1.69, 0.54, 0.41, 0.48, 0.48, -2.02, 1.56, -2.00, -0.09, 3.02, -0.34, 1.56, -1.93, -1.98, 0.42, 0.30, 0.44, 0.47, 0.41, 0.27, 0.17, 0.52, 0.36, 0.34, 0.36, 0.47]}

***

Record 2
{"formula": "C48H45BiN6O5PS2Se2", "method": "ωB97M-V/def2-TZVPD", "charge": -1, "relative_energy_kj_mol": 38.84, "gap_ev": 7.529, "lumo_energy_ev": 2.16, "homo_ev": -5.37, "symbols": ["Bi", "C", "C", "O", "C", "C", "C", "C", "C", "C", "O", "H", "H", "H", "H", "H", "H", "H", "Se", "P", "Se", "C", "C", "C", "C", "C", "C", "C", "C", "C", "C", "C", "C", "H", "H", "H", "H", "H", "H", "H", "H", "H", "H", "C", "N", "C", "C", "N", "C", "S", "C", "C", "C", "C", "C", "N", "H", "H", "H", "H", "H", "H", "H", "H", "H", "C", "C", "C", "C", "O", "H", "H", "H", "H", "H", "H", "H", "H", "H", "O", "N", "C", "C", "N", "C", "N", "O", "S", "C", "C", "C", "C", "C", "C", "C", "C", "C", "C", "C", "C", "H", "H", "H", "H", "H", "H", "H", "H", "H", "H"], "positions_angstrom": [[0.254, -0.108, -0.501], [1.012, 1.116, 5.128], [0.984, 1.975, 3.855], [1.985, 2.579, 3.524], [-0.295, 2.086, 3.118], [-1.373, 2.467, 3.902], [-2.628, 2.634, 3.419], [-2.859, 2.345, 2.077], [-1.823, 2.026, 1.224], [-0.523, 1.852, 1.755], [0.466, 1.452, 0.960], [2.006, 1.292, 5.591], [0.794, 0.033, 4.952], [0.270, 1.489, 5.931], [-1.213, 2.600, 4.972], [-3.390, 2.843, 4.133], [-3.817, 2.485, 1.685], [-2.020, 1.928, 0.154], [-0.941, -3.519, -0.867], [-0.854, -3.456, 1.271], [-0.133, -1.523, 2.035], [-2.482, -3.776, 2.140], [-3.547, -4.356, 1.507], [-4.731, -4.628, 2.224], [-4.847, -4.267, 3.543], [-3.777, -3.635, 4.202], [-2.608, -3.407, 3.490], [0.260, -4.740, 1.959], [-0.144, -6.085, 1.953], [0.631, -7.130, 2.481], [1.914, -6.813, 2.946], [2.352, -5.522, 2.888], [1.515, -4.498, 2.438], [-3.536, -4.627, 0.467], [-5.540, -5.118, 1.673], [-5.798, -4.439, 4.028], [-3.844, -3.275, 5.214], [-1.808, -2.929, 4.069], [-1.071, -6.401, 1.502], [0.255, -8.149, 2.474], [2.553, -7.548, 3.393], [3.348, -5.201, 3.301], [1.893, -3.479, 2.412], [-2.206, 1.421, -5.215], [-2.386, 0.297, -4.367], [-2.151, -1.036, -4.588], [-2.436, -1.670, -3.423], [-2.760, -0.711, -2.473], [-2.744, 0.534, -3.077], [-3.206, 2.011, -2.383], [-3.456, -0.957, -1.279], [-4.691, -1.575, -1.453], [-5.484, -1.852, -0.315], [-4.892, -1.516, 0.909], [-3.649, -0.884, 0.956], [-2.942, -0.586, -0.121], [-3.136, 1.996, -5.116], [-1.935, 1.093, -6.183], [-1.334, 2.042, -4.838], [-1.820, -1.408, -5.546], [-2.470, -2.737, -3.218], [-5.101, -1.749, -2.446], [-6.508, -2.241, -0.409], [-5.454, -1.719, 1.866], [-3.233, -0.515, 1.908], [3.535, -0.799, 1.664], [3.292, -0.941, 0.155], [2.862, -2.415, -0.107], [4.562, -0.683, -0.637], [2.349, -0.029, -0.315], [4.323, -1.491, 1.995], [2.605, -1.004, 2.221], [3.828, 0.203, 1.902], [3.560, -3.106, 0.395], [2.931, -2.573, -1.207], [1.848, -2.631, 0.199], [5.375, -1.383, -0.409], [4.853, 0.365, -0.416], [4.294, -0.763, -1.649], [0.838, -0.837, -2.863], [2.055, -0.706, -3.139], [2.447, 0.168, -4.077], [1.685, 1.043, -4.897], [0.972, 1.706, -5.537], [3.858, 0.313, -4.212], [5.004, 0.416, -4.272], [0.845, 2.102, -1.707], [2.038, 2.959, -1.246], [2.775, 3.626, -2.722], [4.157, 3.529, -2.921], [4.656, 3.958, -4.125], [3.891, 4.528, -5.106], [2.535, 4.687, -4.884], [1.972, 4.264, -3.685], [1.365, 4.463, -0.513], [0.027, 4.542, -0.174], [-0.436, 5.509, 0.685], [0.432, 6.428, 1.245], [1.808, 6.360, 0.911], [2.254, 5.414, -0.027], [4.853, 3.049, -2.175], [5.730, 3.809, -4.310], [4.407, 4.873, -5.986], [1.968, 5.174, -5.694], [0.925, 4.384, -3.578], [-0.605, 3.745, -0.552], [-1.450, 5.393, 0.980], [0.045, 7.080, 2.042], [2.520, 7.081, 1.249], [3.315, 5.383, -0.310]], "atomic_forces_ev_per_a": [[1.032, 0.215, 0.093], [-0.404, 0.483, 1.430], [0.889, -0.089, -0.079], [-0.366, -0.307, 0.061], [-0.548, -0.031, 0.185], [0.698, -0.076, 1.057], [-0.364, -0.614, -0.477], [0.970, 0.625, 0.273], [0.113, 0.080, 0.642], [0.336, -0.154, -0.934], [-0.124, 0.373, 0.671], [-0.482, -0.500, -0.421], [0.237, 0.926, -0.027], [0.868, -0.589, -1.419], [0.013, 0.099, -0.221], [-0.761, 0.317, 0.083], [-1.472, 0.041, -0.654], [0.170, -0.175, 0.261], [-0.090, -0.239, 0.376], [-0.198, 0.462, 0.249], [-0.221, -0.200, 0.006], [1.178, 0.345, 0.233], [-1.008, -0.574, 0.384], [0.507, -0.092, -0.937], [-0.060, 0.298, 0.442], [-0.195, -0.229, -1.154], [0.085, 0.046, 0.721], [-0.797, -1.222, -0.232], [-0.057, -1.057, 0.136], [0.228, 1.176, -0.412], [-0.575, -0.581, 0.120], [0.941, 1.605, 0.681], [1.076, 0.849, 0.013], [0.373, 0.039, -0.347], [0.136, 0.227, 0.392], [0.030, -0.023, 0.285], [-0.141, -0.115, 0.234], [-0.023, -0.132, -0.690], [-0.406, 0.320, -0.022], [0.068, 0.193, 0.021], [0.168, -0.463, 0.020], [-1.037, -0.631, -0.572], [-0.048, -0.096, 0.173], [0.884, 1.530, 0.932], [0.298, 0.451, 1.394], [-0.376, -0.399, 0.598], [0.084, -0.719, -0.635], [0.638, 0.836, -1.078], [-0.302, -0.232, 0.363], [0.245, -0.592, -0.253], [-0.999, -0.770, 0.039], [-1.169, -0.120, 0.999], [1.307, 0.614, -0.390], [-1.367, -0.322, 0.985], [-0.346, 0.414, 0.660], [0.163, -0.217, -0.520], [0.385, 0.141, -0.608], [-0.087, -0.229, -1.161], [-1.142, -0.606, -0.394], [-0.025, 0.016, 0.210], [0.170, 0.473, 0.139], [0.328, 0.003, 0.111], [0.669, 0.075, 0.154], [0.829, 0.312, -1.118], [-0.186, -0.434, -0.459], [-0.493, -0.374, -0.031], [-0.027, -1.779, 0.606], [0.907, 0.411, -1.106], [0.308, 0.884, 1.429], [-1.038, 0.262, -0.122], [-0.194, 0.131, -0.070], [0.388, -0.025, -0.185], [0.256, 0.749, 0.167], [-0.289, 0.151, -0.180], [-0.170, -0.114, 0.626], [-0.204, 0.011, 0.200], [-0.140, 0.183, 0.099], [0.192, -0.548, -0.232], [-0.104, -0.050, -1.490], [-0.528, 0.285, -0.334], [0.756, 0.406, -0.580], [0.368, -0.183, 0.362], [-1.933, 0.505, -0.433], [1.072, -0.756, 0.602], [0.303, -0.367, 0.232], [0.048, 0.105, -0.152], [0.822, 0.721, 0.103], [-0.778, -0.888, 0.044], [-0.151, 0.816, -0.487], [-0.272, -1.016, 1.195], [2.028, -0.249, -0.073], [-0.027, 0.112, 0.259], [-0.143, 0.549, -0.533], [1.041, -0.375, -0.546], [0.028, 0.186, 0.143], [0.479, -1.180, -0.782], [0.384, -0.133, 0.040], [0.763, -0.156, 0.557], [-1.070, -0.296, -1.239], [0.247, 0.286, 0.673], [-1.068, 0.497, -0.815], [-0.496, 0.134, 0.094], [-0.282, 0.016, -0.348], [-0.106, -0.367, 0.732], [-0.869, -0.098, 0.468], [-0.194, 0.139, 0.080], [-0.758, 0.419, 0.305], [0.434, -0.075, -0.558], [0.209, 0.332, 0.483], [-0.438, -0.017, 0.187]], "mulliken_charge": [2.06, -1.16, 0.26, -0.59, 0.76, -0.41, -1.28, -1.14, -0.64, 1.99, -0.83, 0.34, 0.17, 0.36, 0.19, 0.42, 0.66, 0.28, -0.27, 0.05, -0.53, 0.26, -0.08, -0.64, -0.44, -0.68, -0.36, 0.52, -0.47, -0.82, -0.27, -0.94, 0.12, 0.44, 0.37, 0.35, 0.45, 0.31, 0.37, 0.39, 0.39, 0.31, 0.33, -0.85, 0.15, -0.80, -0.75, 1.73, -0.07, -0.33, -1.27, -0.38, -1.21, -0.81, -0.51, 1.34, 0.37, 0.38, 0.17, 0.45, 0.66, 0.52, 0.42, 0.35, 0.49, -1.52, 1.57, -1.56, -1.85, 0.23, 0.46, 0.08, 0.36, 0.44, 0.28, 0.23, 0.34, 0.25, 0.34, -0.23, -0.37, 0.88, 0.34, -0.72, -0.06, -0.68, -0.77, 0.72, 0.44, -0.21, -0.36, -0.44, -0.67, -0.41, 0.30, -0.51, -0.35, -0.66, -0.70, -0.53, 0.19, 0.31, 0.41, 0.31, 0.40, 0.49, 0.44, 0.33, 0.42, 0.35]}